C17H39OP3SeYb as an isolated structure, computed with ωB97M-V/def2-TZVPD.

Calculated values
HOMO energy (alpha / beta)	-15.76 / -15.54	eV
net charge	+3
Kohn-Sham gap (alpha / beta)	6.6 / 5.3	eV
multiplicity	2

Cartesian coordinates (Å):
Yb: -1.658406 1.076763 -2.872073
P: -1.654477 -2.251600 1.837151
P: 1.656286 -0.072295 2.447016
P: 1.441729 -0.635595 -0.440555
H: -3.500499 3.471079 -3.863137
C: -3.508483 2.403042 -4.118761
C: -3.993278 1.385968 -3.402067
H: -4.281810 1.429353 -2.341774
C: -2.924383 -1.211339 2.596610
C: -1.153854 -3.502753 3.047135
C: -2.524007 -3.202072 0.526416
C: 3.011668 1.107643 2.868254
C: 0.608855 0.213922 3.939731
C: 2.518204 -1.590230 3.007390
C: 0.719519 -0.345529 -2.097716
C: 1.550499 -2.487715 -0.529292
C: 3.186256 -0.257767 -0.840601
H: -3.309353 2.295379 -5.200033
H: -4.181185 0.385570 -3.807445
H: -3.289427 -0.463317 1.874700
H: -2.526881 -0.673083 3.472092
H: -3.795592 -1.801752 2.926339
H: -0.864523 -3.020989 3.989236
H: -0.287238 -4.064250 2.668922
H: -1.986342 -4.206312 3.228658
H: -3.320048 -2.593299 0.057601
H: -2.971394 -4.151373 0.898821
H: -1.781513 -3.425281 -0.256486
H: 3.536184 0.716791 3.755209
H: 2.588982 2.103668 3.067182
H: 3.695419 1.167487 2.013171
H: 1.249202 0.142729 4.836459
H: -0.184163 -0.547758 3.986078
H: 0.174774 1.222765 3.880690
H: 3.016105 -1.358704 3.959022
H: 3.261542 -1.865183 2.249781
H: 1.788787 -2.397943 3.144607
H: 1.453581 -0.711868 -2.825140
H: 0.624936 0.744638 -2.242032
H: -0.223171 -0.900848 -2.243177
H: 2.018411 -2.760306 -1.492096
H: 0.532153 -2.910799 -0.480186
H: 2.164338 -2.877008 0.298975
H: 3.440597 -0.819740 -1.749884
H: 3.847134 -0.574855 -0.023379
H: 3.289489 0.816628 -1.024490
C: 0.810144 2.826932 -1.121989
C: -0.411846 3.287271 -1.667333
C: -0.561961 3.405522 -3.067540
C: 0.462247 2.830500 -3.848387
C: 1.764484 2.757225 -3.317183
C: 1.951305 2.884449 -1.938516
Se: 0.857402 2.034362 0.676387
H: -0.585661 -1.372541 1.354563
H: -1.182745 3.627948 -0.970089
H: -1.486099 3.806703 -3.525782
H: 0.307254 2.604040 -4.924961
H: 2.628330 2.671892 -3.986564
H: 2.945036 2.959987 -1.499040
O: -1.691329 0.876879 -0.705498
H: -2.277819 0.460324 -0.034052
H: -0.983371 1.336665 -0.150923

Atomic forces in eV per Å
Yb 1.8379 -0.4436 -0.4140
P -1.2939 -0.6967 0.4346
P 0.7669 -0.5134 1.9560
P 0.4507 0.2005 -0.0378
H 0.0417 -0.6173 0.6529
C -1.4189 0.6532 -1.5178
C -1.0261 -0.0002 0.2498
H -0.0525 0.5537 -0.3054
C 0.0247 0.5357 0.2022
C 0.6718 0.1811 0.0547
C 0.4295 0.3991 -0.6718
C -0.1144 0.0027 -0.2675
C 0.0397 0.0383 -0.0982
C -0.1477 0.0239 -0.0970
C 0.0018 0.0173 -0.7833
C -0.3229 0.1239 0.2175
C -0.1029 0.1547 0.1452
H -0.0024 -0.3272 0.5043
H 0.2388 0.2339 -0.3744
H 0.1003 -0.2198 0.2246
H -0.0876 -0.1802 -0.3157
H 0.4367 -0.0155 -0.2029
H -0.0767 -0.1254 -0.1602
H -0.2601 0.0736 0.0856
H 0.2464 0.4605 -0.1828
H 0.3494 -0.2385 0.3358
H 0.4539 0.7569 -0.0135
H -0.3505 -0.2399 0.1925
H -0.1265 0.3134 -0.3412
H 0.2715 -0.3164 -0.0666
H 0.0266 0.1458 0.2937
H -0.3849 0.0030 -0.2670
H 0.1344 0.2995 0.1841
H -0.0219 -0.3603 0.1251
H -0.0893 -0.3700 -0.2461
H -0.0523 -0.1730 0.3012
H 0.3161 -0.0350 -0.0199
H -0.3143 0.0712 -0.1611
H 0.1465 -0.4122 0.0406
H 0.2342 -0.0307 0.1586
H -0.2088 0.0187 0.4112
H 0.4679 -0.0584 -0.0300
H -0.2886 0.1168 -0.3106
H 0.0893 0.1374 0.2557
H -0.1315 0.1665 -0.2092
H 0.1573 -0.3245 0.1175
C -0.2862 0.7862 0.8804
C 0.1148 0.4262 -0.2698
C 0.1430 -0.7322 0.4405
C 0.1301 0.5993 -1.2367
C -0.0574 0.2644 0.2230
C -0.2238 -0.3922 -0.3254
Se -0.1801 0.4958 -2.2207
H -0.7064 -0.8767 0.3294
H 0.0978 -0.1650 -0.2790
H 0.7488 -0.1998 0.3176
H 0.2127 0.6378 0.6704
H -0.4128 -0.1732 0.2443
H -0.1973 -0.2788 -0.1121
O -1.3132 -0.8831 1.6734
H 0.4327 0.4988 -0.6751
H 0.4378 0.0094 0.2904

---

A 2-piece molecular cluster, C17H40BN3O4 overall, computed with ωB97M-V/def2-TZVPD.

Calculated values
HOMO energy	0.70	eV
net charge	-2
Kohn-Sham gap	3.5	eV

Cartesian coordinates (Å):
C: 2.688166 1.608291 2.147193
C: 1.900137 0.243099 1.635626
C: 0.966688 -0.429640 2.849822
N: -0.443332 -0.749879 2.413196
B: -0.525781 -1.963695 1.500421
C: -1.065224 -1.439957 0.044372
N: -1.687652 -2.536733 -0.832171
C: -1.946715 -1.803055 -2.165015
O: 0.654796 -2.831753 1.490964
C: 1.362074 -2.863839 0.210886
C: 2.789814 -3.687228 0.495612
N: 3.840134 -3.449134 -0.567018
C: 5.153002 -2.951582 0.005113
C: 5.389444 -1.324744 -0.246546
C: 6.905828 -0.812795 0.109233
O: 5.073618 -1.071673 -1.687582
C: -1.768417 -2.900269 2.131966
O: -2.734036 -2.404281 2.918318
O: -1.813045 -4.371344 1.872410
H: 2.035727 2.290663 2.846930
H: 3.699330 1.248280 2.630505
H: 2.973269 2.213325 1.163373
H: 2.656468 -0.578479 1.286273
H: 1.184340 0.476932 0.709526
H: 1.521758 -1.302728 3.414711
H: 0.869728 0.446585 3.655584
H: -0.768929 0.129410 1.909280
H: -1.973895 -0.700071 0.277908
H: -0.290341 -0.764353 -0.556769
H: -2.674950 -2.756515 -0.501040
H: -3.003465 -2.208073 -2.545597
H: -2.142693 -0.652333 -1.920579
H: -1.100341 -1.973813 -2.954639
H: 1.684635 -1.826023 -0.221148
H: 0.815366 -3.463378 -0.644820
H: 2.597950 -4.840728 0.718123
H: 3.194297 -3.237489 1.524657
H: 4.072730 -4.405227 -0.967339
H: 5.338236 -3.224998 1.128253
H: 6.025990 -3.488713 -0.606125
H: 4.642081 -0.692350 0.394339
H: 6.815409 0.129116 0.825671
H: 7.586775 -1.602719 0.641623
H: 7.368656 -0.404160 -0.905971
H: 4.201679 -0.541105 -1.714072
C: -6.271691 3.885401 -2.206879
C: -5.339463 4.388309 -1.116224
C: -3.877007 4.471434 -1.561530
C: -3.234896 3.136439 -1.956529
C: -3.256047 2.052846 -0.875513
C: -2.476955 2.434967 0.373949
H: -6.025169 2.863557 -2.510808
H: -7.305206 3.883282 -1.846586
H: -6.223574 4.530525 -3.089693
H: -5.435740 3.756311 -0.229503
H: -5.666996 5.391148 -0.814234
H: -3.291717 4.933660 -0.758404
H: -3.805031 5.155001 -2.416891
H: -2.194014 3.327085 -2.247108
H: -3.729117 2.745820 -2.853912
H: -2.817975 1.138362 -1.292072
H: -4.287215 1.802232 -0.603480
H: -1.431073 2.647525 0.130971
H: -2.495800 1.611235 1.094867
H: -2.904620 3.314019 0.864119

Atomic forces in eV per Å
C 0.3433 -0.7815 -1.4697
C -0.3053 -0.1981 0.3985
C -0.2918 1.6960 0.5709
N 2.8223 2.2651 0.3472
B -2.2645 -1.1287 0.0156
C -1.4304 0.8465 -0.2946
N -0.6057 2.4871 -1.8519
C -1.7339 -0.2993 0.4360
O 2.2581 0.3547 -3.0817
C 1.2583 -1.5076 0.5413
C -0.9472 0.7504 1.8402
N 1.2245 -1.6557 1.1831
C 1.3785 0.2801 -0.8621
C -0.6994 -0.4604 0.2507
C -0.4584 0.9921 -0.3354
O -1.0984 1.3067 1.8020
C -3.9141 -4.9019 2.1479
O 3.3058 -1.2563 -3.0140
O 0.3803 6.0488 0.7120
H 1.3424 -1.5076 -1.2863
H -2.0185 1.0310 -0.5766
H -0.4675 -0.9929 2.1454
H -1.1810 1.6837 0.5161
H 1.5301 -0.4184 2.0949
H -1.2562 1.5184 -1.5225
H 0.3259 -1.5791 -1.3910
H 0.4796 -1.4426 0.9303
H 1.7362 -1.0168 -0.3183
H -1.4133 -1.5521 0.7411
H 2.0989 0.2941 0.1792
H 2.3032 0.7308 0.1660
H 0.6361 -2.1780 -0.9385
H -1.5611 0.4592 1.4747
H -0.5890 -1.6370 0.8001
H 0.6061 1.2704 1.7393
H 0.2591 2.4209 -0.6689
H -0.9048 -0.9150 -2.0275
H -0.4669 1.8023 0.5182
H -0.5099 0.6073 -1.8351
H -1.6755 1.2175 1.1871
H 1.3042 -1.3783 -1.1005
H 0.2608 -2.0029 -1.4281
H -1.3488 1.3653 -1.2044
H -0.7696 -1.1211 2.1966
H 2.0746 -1.5407 0.2061
C -0.1907 -0.1328 0.0410
C 0.1214 0.1801 -0.0466
C 0.0996 0.0000 0.1045
C -0.1100 -0.0842 -0.0490
C 0.1412 0.0450 -0.1203
C -0.0714 -0.1741 0.1835
H -0.0223 0.1283 0.0095
H 0.0464 -0.0317 -0.1069
H 0.0186 -0.0670 0.0070
H 0.0727 -0.0096 -0.0286
H 0.0407 -0.0765 0.0263
H -0.0258 -0.0625 -0.0511
H -0.0498 0.0092 0.0258
H -0.0705 -0.0222 0.0388
H 0.0250 0.0568 0.0156
H -0.1345 0.1535 0.1040
H 0.0355 0.0004 -0.0494
H -0.0565 -0.0069 0.0367
H 0.0751 0.1198 -0.0796
H 0.0382 0.0183 0.0053

---

What E values result from the calculations? In sequence: -145023.2194, -31607.8636 eV.
What max |F| values result from the calculations? In sequence: 2.3, 6.6 eV/A.